15 unconnected molecules or ions with the total composition C72H84F18N21O36S18 at a distorted geometry, computed with ωB97M-V/def2-TZVPD.

Computed properties:
F_max in eV/A: 14.49
Net charge: +3
Highest occupied orbital energy in eV: -12.85
Frontier orbital gap in eV: 6.12

Last column: Löwdin charge in e.
Geometry (Å):
1 C -7.318792 -0.566473 0.267522  0.0543
2 N -7.226787 -1.226480 -1.069737  -0.0432
3 C -6.591643 -0.626914 -2.103910  0.0355
4 C -6.480295 -1.249807 -3.342957  0.0670
5 C -7.024750 -2.539597 -3.493537  -0.0542
6 C -7.712674 -3.159541 -2.395141  0.0278
7 C -7.744515 -2.492874 -1.202991  -0.0109
8 C -6.852674 -3.343349 -4.805969  -0.0858
9 C -7.858523 -4.183451 -5.328502  0.0378
10 C -7.771016 -4.751269 -6.576678  0.0248
11 N -6.612824 -4.592380 -7.301743  -0.0899
12 C -5.561379 -3.952035 -6.750178  0.0580
13 C -5.676292 -3.326532 -5.512135  0.0481
14 C -6.559030 -5.086567 -8.683600  0.0362
15 H -7.186702 -1.302597 1.060476  0.0933
16 H -8.351946 -0.227965 0.345653  0.1114
17 H -6.722728 0.346075 0.259676  0.0871
18 H -6.080800 0.319370 -2.003968  0.1212
19 H -5.944092 -0.735561 -4.126825  0.1295
20 H -8.298015 -4.063324 -2.478487  0.1285
21 H -8.177368 -2.980681 -0.342126  0.1358
22 H -8.820047 -4.319722 -4.855972  0.1284
23 H -8.467179 -5.387587 -7.102846  0.1447
24 H -4.646766 -3.913578 -7.323250  0.1600
25 H -4.916452 -2.639199 -5.170674  0.1025
26 H -6.858132 -4.230862 -9.288915  0.1216
27 H -7.178412 -5.979465 -8.768513  0.1083
28 H -5.538214 -5.377075 -8.931863  0.1118
29 C 3.690208 3.668619 -1.768981  0.0291
30 N 2.517060 2.715099 -1.507389  -0.0279
31 C 1.356235 3.292600 -1.091201  0.0128
32 C 0.292702 2.454298 -0.762243  0.0581
33 C 0.445166 1.068680 -0.686274  -0.0960
34 C 1.680890 0.592200 -1.138718  0.0793
35 C 2.726078 1.379447 -1.625593  0.0379
36 C -0.607009 0.220475 -0.076498  -0.0797
37 C -1.851316 0.086045 -0.688386  0.0544
38 C -2.854690 -0.622781 -0.029863  -0.0144
39 N -2.672879 -1.233094 1.153493  -0.0323
40 C -1.434034 -1.164272 1.725890  -0.0133
41 C -0.420634 -0.431709 1.172748  0.0510
42 C -3.702806 -2.165813 1.597706  0.0292
43 H 3.683537 4.471961 -1.032306  0.0644
44 H 3.590422 4.073470 -2.776069  0.0817
45 H 4.632342 3.145406 -1.605487  0.0699
46 H 1.351535 4.372569 -1.084303  0.0927
47 H -0.630061 2.953206 -0.505330  0.0985
48 H 1.753990 -0.484185 -1.089191  0.1311
49 H 3.681749 1.156386 -2.076526  0.1137
50 H -2.065224 0.597739 -1.615121  0.1169
51 H -3.819189 -0.543588 -0.509329  0.1188
52 H -1.273409 -1.784285 2.595472  0.0973
53 H 0.492357 -0.332321 1.741063  0.0996
54 H -3.238324 -3.151894 1.595196  0.0975
55 H -4.681202 -2.196429 1.118216  0.0855
56 H -3.871941 -1.837583 2.623259  0.1034
57 C 8.094872 4.400188 -9.570717  0.0361
58 N 8.236181 4.330944 -8.095714  -0.0764
59 C 9.475802 4.329207 -7.530369  0.0316
60 C 9.632674 4.255966 -6.131789  0.0527
61 C 8.515317 4.325459 -5.313779  -0.1186
62 C 7.214004 4.274219 -5.896399  0.0822
63 C 7.092160 4.290691 -7.315649  0.0713
64 C 8.622399 4.452613 -3.845148  -0.1382
65 C 9.513662 5.292701 -3.208804  0.0419
66 C 9.604257 5.320207 -1.813539  0.0103
67 N 8.744148 4.615001 -1.027702  -0.0740
68 C 7.800298 3.830012 -1.576700  0.0502
69 C 7.730311 3.717365 -3.023633  0.0852
70 C 9.020183 4.566592 0.432329  0.0333
71 H 7.097788 4.678669 -9.911866  0.1113
72 H 8.391981 3.425258 -9.957153  0.1143
73 H 8.834702 5.138052 -9.881039  0.1048
74 H 10.343309 4.543933 -8.136761  0.1475
75 H 10.593572 4.274399 -5.639132  0.1312
76 H 6.329934 4.478131 -5.310537  0.1329
77 H 6.099970 4.285269 -7.742186  0.1434
78 H 10.246619 5.828107 -3.794042  0.1326
79 H 10.443136 5.803304 -1.334673  0.1516
80 H 7.044574 3.315113 -1.002088  0.1205
81 H 6.993487 3.081888 -3.492321  0.0743
82 H 8.078539 4.440607 0.966686  0.0871
83 H 9.527371 5.459515 0.797761  0.0978
84 H 9.676806 3.704858 0.552136  0.1129
85 C -1.633531 -5.833002 3.404771  0.0194
86 N -2.676909 -6.804483 3.149218  -0.0599
87 C -3.550559 -7.071876 4.148522  0.0171
88 C -4.508319 -8.077286 4.047026  0.0587
89 C -4.616064 -8.808731 2.847860  -0.1326
90 C -3.793504 -8.395587 1.802578  0.0528
91 C -2.758962 -7.436797 1.967449  0.0572
92 C -5.652045 -9.872982 2.717726  -0.1091
93 C -6.469843 -9.968157 1.578324  0.0804
94 C -7.138727 -11.170847 1.300726  0.0265
95 N -7.242739 -12.100152 2.259873  -0.0889
96 C -6.479139 -12.032138 3.399991  0.0473
97 C -5.658164 -10.941068 3.599970  0.0434
98 C -8.037751 -13.295964 1.968019  0.0273
99 H -1.125339 -6.171319 4.307754  0.0978
100 H -2.164045 -4.899003 3.589935  0.0978
101 H -0.939999 -5.648562 2.584339  0.0884
102 H -3.411908 -6.508962 5.059731  0.1579
103 H -5.078047 -8.295829 4.938123  0.1378
104 H -3.892953 -8.987150 0.904493  0.1345
105 H -2.125018 -7.152197 1.140691  0.1359
106 H -6.372492 -9.302543 0.733403  0.1169
107 H -7.652121 -11.387003 0.375471  0.1510
108 H -6.508087 -12.863208 4.089114  0.1522
109 H -4.943359 -10.853936 4.404867  0.1392
110 H -8.489841 -13.788182 2.829076  0.1182
111 H -7.382681 -13.931366 1.371989  0.1179
112 H -8.791041 -13.044010 1.221564  0.1039
113 C -5.582237 6.767345 1.777198  -0.0011
114 N -4.130621 6.689519 1.862930  -0.0864
115 C -3.619409 6.301658 3.097370  0.0449
116 C -2.245706 6.335092 3.344680  0.0460
117 C -1.409980 6.591196 2.254144  -0.1163
118 C -2.033576 6.860437 0.989122  0.1041
119 C -3.452302 7.003144 0.796512  0.0570
120 C 0.037464 6.595523 2.372283  -0.1605
121 C 0.568403 7.046668 3.551122  0.0611
122 C 2.006247 6.924441 3.777852  0.0712
123 N 2.817537 6.437758 2.805580  -0.0559
124 C 2.291347 5.995029 1.635980  0.0309
125 C 0.882479 6.079813 1.377839  0.0820
126 C 4.206553 6.083666 3.085444  0.0123
127 H -6.055041 5.850488 2.129238  0.0978
128 H -6.015292 6.883022 0.783625  0.1144
129 H -5.915041 7.617411 2.372790  0.1134
130 H -4.303517 6.077313 3.902398  0.1469
131 H -1.888606 6.089737 4.333957  0.1295
132 H -1.418174 7.108248 0.136905  0.1081
133 H -4.008198 7.184673 -0.111452  0.1647
134 H -0.038035 7.455714 4.345670  0.1244
135 H 2.537116 7.224591 4.669200  0.1448
136 H 2.971420 5.581440 0.906021  0.1155
137 H 0.570902 5.692673 0.418967  0.0824
138 H 4.342875 5.897758 4.150785  0.1104
139 H 4.849926 6.953350 2.951972  0.1019
140 H 4.541004 5.233181 2.491373  0.0825
141 C 0.825633 -0.109895 9.404830  0.0530
142 N 1.460560 -0.159825 8.078978  -0.0779
143 C 0.856750 0.082980 6.955362  -0.0119
144 C 1.467035 -0.186284 5.746837  0.0588
145 C 2.700845 -0.866596 5.726826  -0.1061
146 C 3.344113 -1.119879 6.959416  0.0794
147 C 2.642853 -0.735466 8.123092  -0.0187
148 C 3.260750 -1.183465 4.399498  -0.1194
149 C 2.520369 -1.787052 3.398880  0.0307
150 C 3.116847 -2.238608 2.237310  0.0373
151 N 4.414408 -2.050357 2.000570  -0.0712
152 C 5.217208 -1.366516 2.862913  0.0222
153 C 4.641685 -1.031231 4.109137  0.0599
154 C 5.010081 -2.492963 0.769963  0.0317
155 H 1.433826 0.487305 10.084210  0.1138
156 H 0.989328 -1.113222 9.798072  0.1115
157 H -0.242200 0.107069 9.377208  0.1178
158 H -0.139320 0.472314 7.105906  0.1480
159 H 0.955143 0.156079 4.859619  0.1342
160 H 4.290764 -1.619241 7.103929  0.1342
161 H 3.214667 -1.053300 8.982394  0.1548
162 H 1.462039 -1.966539 3.517745  0.1024
163 H 2.587483 -2.677445 1.404473  0.1115
164 H 6.263800 -1.197378 2.656949  0.1551
165 H 5.410656 -0.569473 4.710688  0.1296
166 H 5.802480 -3.220790 0.944503  0.1226
167 H 5.455311 -1.631848 0.271620  0.1049
168 H 4.260999 -2.889607 0.084656  0.0952
169 N -0.977618 -2.405868 4.822619  -0.2726
170 S -2.107806 -2.116997 5.733568  0.4109
171 O -1.820069 -1.474580 6.990769  -0.2879
172 O -3.258559 -3.011571 5.697153  -0.2796
173 F -2.685247 -0.815605 4.874203  -0.2333
174 S -0.240213 -3.567967 5.831212  0.6625
175 O -1.068013 -4.743667 6.119609  -0.2781
176 O 0.633365 -2.998344 6.894863  -0.2882
177 F 0.815035 -3.996837 4.646548  -0.2082
178 N -2.393199 -2.934757 -4.872154  -0.2582
179 S -2.151921 -1.561659 -4.550294  0.4099
180 O -0.845305 -1.296366 -3.923281  -0.2756
181 O -3.241230 -0.613958 -4.184389  -0.3448
182 F -1.873926 -1.063597 -6.092244  -0.2151
183 S -2.447917 -3.490761 -3.292937  0.5692
184 O -3.005339 -2.773859 -2.145835  -0.2969
185 O -1.230955 -4.200097 -3.078057  -0.2490
186 F -3.520653 -4.689566 -3.404078  -0.2019
187 N 3.589846 3.163142 1.499075  -0.2321
188 S 2.797360 2.634852 2.597907  0.4108
189 O 3.058154 3.274580 3.915144  -0.2985
190 O 2.265477 1.250425 2.533545  -0.3062
191 F 1.392360 3.314775 2.255084  -0.1901
192 S 4.880191 2.064105 1.683458  0.6022
193 O 5.064697 0.989285 0.723913  -0.2595
194 O 5.527415 2.071564 2.983375  -0.2504
195 F 5.893499 3.113488 0.983032  -0.2250
196 N 5.006758 1.894884 -3.961409  -0.2980
197 S 5.707529 0.660948 -4.265786  0.3813
198 O 6.851476 0.769675 -5.224801  -0.3176
199 O 5.018423 -0.599689 -4.120330  -0.2568
200 F 6.434095 0.725531 -2.839785  -0.2311
201 S 3.960994 1.894713 -5.346839  0.6114
202 O 2.875832 0.945840 -5.272982  -0.2381
203 O 4.612208 2.121151 -6.646362  -0.2933
204 F 3.242745 3.298743 -5.079812  -0.1855
205 N 0.402563 6.271504 -1.814409  -0.3098
206 S -0.761940 5.842751 -2.655720  0.3837
207 O -0.517919 4.598773 -3.321864  -0.2649
208 O -1.586226 6.821978 -3.277805  -0.2376
209 F -1.627013 5.298382 -1.404595  -0.2253
210 S 1.442846 6.794851 -3.048652  0.6242
211 O 1.323004 8.184064 -3.445938  -0.2494
212 O 1.824345 5.790579 -4.041379  -0.2870
213 F 2.816038 6.772680 -2.151578  -0.2302
214 N -4.571483 1.855222 -0.503175  -0.2649
215 S -4.194585 2.719335 0.649444  0.3827
216 O -5.174647 3.746802 0.875231  -0.2946
217 O -2.794570 2.999700 0.963692  -0.2836
218 F -4.607305 1.687329 1.801797  -0.1982
219 S -3.902791 2.888844 -1.671029  0.5683
220 O -2.489447 2.767336 -1.902550  -0.2714
221 O -4.442580 4.214291 -1.810991  -0.2474
222 F -4.533411 2.200371 -2.988771  -0.1835
223 N 1.845995 -4.348667 -0.102299  -0.2753
224 S 1.894722 -4.583408 -1.566017  0.3983
225 O 1.761605 -3.406096 -2.374135  -0.2660
226 O 1.315453 -5.828747 -2.126002  -0.2757
227 F 3.492932 -4.865503 -1.656934  -0.2116
228 S 0.186288 -4.226021 -0.084437  0.6497
229 O -0.521246 -5.506630 0.184722  -0.3024
230 O -0.482444 -3.082330 -0.773206  -0.2809
231 F 0.195402 -3.540229 1.398321  -0.2512
232 N 7.919885 7.423443 -0.358340  -0.2599
233 S 7.510104 7.894385 0.958650  0.4117
234 O 7.053572 6.797989 1.837053  -0.3366
235 O 6.962122 9.220206 1.117399  -0.2555
236 F 9.029903 8.228890 1.506037  -0.2225
237 S 6.345010 7.396654 -0.995905  0.5724
238 O 5.929181 8.688881 -1.491581  -0.2424
239 O 5.352271 6.601670 -0.306949  -0.2985
240 F 6.648947 6.590758 -2.350200  -0.1856
241 N -6.446421 -4.279562 1.069031  -0.2774
242 S -6.286758 -4.747675 2.410834  0.4123
243 O -4.960516 -4.837667 3.001567  -0.2802
244 O -7.250483 -5.777086 2.829844  -0.2954
245 F -7.014302 -3.409742 3.051785  -0.2143
246 S -5.616542 -5.486668 0.287578  0.6327
247 O -6.193770 -6.801643 0.492329  -0.2863
248 O -4.155453 -5.341322 0.109685  -0.2658
249 F -6.109849 -5.187019 -1.256145  -0.2081

Atoms 1-6, force components in eV/Å:
C -1.086 0.243 -0.732
N 0.683 -0.794 -0.093
C -0.099 -0.709 -0.330
C -0.509 -1.304 0.470
C -0.305 -0.985 -0.369
C 0.528 1.501 -1.305